108
Properties=species:S:1:pos:R:3:forces:R:3 method="wB97M-V/def2-TZVPD" energy_ev=-193843.234 multiplicity=2 s_squared=0.7751 fmax_ha_per_bohr=0.0138 homo_lumo_gap_ev="4.112 / 4.067"
Mn 0.053344 -0.011596 -0.373752 0.06 0.41 -0.57
Br 6.666900 2.248909 1.951168 0.01 0.00 0.00
C 4.899756 2.041594 1.295723 -0.03 0.01 -0.02
C 4.369612 2.992132 0.418560 0.03 0.02 0.01
C 3.090726 2.849071 -0.058003 -0.01 0.00 -0.02
C 2.268961 1.743565 0.281723 0.01 0.03 0.00
O 1.093686 1.659190 -0.263704 0.02 0.06 0.06
C 2.828323 0.801293 1.200781 0.03 -0.06 0.02
C 2.034006 -0.259289 1.779630 -0.07 0.25 0.15
N 0.868682 -0.504440 1.328047 0.13 -0.43 -0.12
C -0.147202 -1.355786 1.773568 -0.13 -0.23 0.46
C 0.193412 -2.707370 1.990304 0.08 0.22 -0.30
C -0.624547 -3.768746 1.756696 -0.26 -0.16 -0.16
C -2.813521 -2.664557 2.390272 0.10 0.24 0.23
C -2.659574 -1.241217 2.023647 -0.24 -0.20 0.11
C -3.876327 -0.438841 1.835138 0.01 0.10 0.04
C -3.731206 0.967566 1.406064 0.03 -0.10 0.08
C -2.359097 1.369629 1.053547 0.08 0.26 0.10
N -1.365052 0.576382 1.084163 -0.16 -0.53 -0.24
C -1.450408 -0.722840 1.662035 0.14 0.02 0.30
C 4.132970 0.978776 1.691183 0.01 -0.02 0.00
H 4.971669 3.840729 0.120033 -0.01 -0.01 0.00
H 2.671553 3.582545 -0.737208 0.01 -0.01 0.01
H 2.405232 -0.758767 2.677363 -0.02 0.04 0.03
H 1.244983 -2.900402 2.172363 0.01 0.01 -0.02
H -0.229431 -4.773021 1.848193 -0.01 0.01 0.05
H -3.867347 -2.927763 2.215999 -0.01 -0.02 -0.04
H -4.740633 -0.714642 2.430911 0.01 -0.01 0.01
H -4.455434 1.726783 1.674870 0.02 0.01 0.06
H -2.173643 2.378358 0.689706 -0.06 -0.07 -0.18
H 4.528277 0.258118 2.397815 -0.01 0.01 -0.01
C -2.928643 -6.657716 4.574630 0.00 -0.01 -0.01
C -2.833919 -5.447985 3.677621 0.13 0.08 -0.06
C -2.558570 -4.220205 4.332656 -0.11 -0.14 0.00
C -2.519735 -2.965400 3.810684 -0.12 0.19 -0.21
C -2.015859 -3.609186 1.375367 0.18 -0.42 0.37
C -2.719969 -4.893312 1.224519 0.15 0.26 -0.17
C -3.058875 -5.670641 2.294010 -0.10 0.02 0.14
S -2.190315 -2.657451 -0.470511 -0.02 0.08 -0.17
O -4.219333 -0.034129 0.506303 -0.06 0.03 -0.09
O -2.506290 -3.789070 -1.367939 0.01 0.01 0.06
N -0.711658 -2.049793 -0.768734 -0.01 0.01 0.02
C 0.323843 -2.892521 -1.153078 0.07 0.02 -0.02
C 0.325813 -4.276592 -1.171905 -0.02 -0.03 -0.03
C 1.453540 -5.000208 -1.601138 -0.02 -0.01 0.01
C 2.590132 -4.380333 -2.036288 -0.01 0.03 0.00
C 2.634887 -2.968448 -2.042980 0.02 -0.02 -0.03
C 3.750573 -2.236135 -2.506740 0.03 -0.02 -0.01
C 3.708054 -0.873744 -2.522407 -0.01 0.02 0.01
C 2.561807 -0.226768 -2.024985 0.04 0.02 -0.04
N 1.527853 -0.872929 -1.540709 0.02 0.04 0.18
C 1.521691 -2.237085 -1.581590 -0.08 0.02 -0.01
H -3.423073 -6.421721 5.518075 0.00 0.00 -0.01
H -1.929830 -7.032666 4.819423 -0.01 0.02 -0.01
H -3.470834 -7.471394 4.094357 0.01 0.01 0.00
H -2.358228 -4.305811 5.396797 -0.01 -0.01 -0.01
H -2.240192 -2.138451 4.452712 0.07 -0.02 -0.03
H -2.953893 -5.230362 0.220880 0.04 -0.02 0.00
H -3.487537 -6.639877 2.054616 0.01 0.02 0.00
H -0.560422 -4.821170 -0.888724 0.01 0.01 0.00
H 1.398333 -6.082115 -1.598021 0.00 0.01 0.00
H 3.445653 -4.943625 -2.386574 0.00 0.00 0.01
H 4.624963 -2.773231 -2.856052 -0.01 0.00 0.00
H 4.539805 -0.280465 -2.879110 -0.02 -0.01 -0.01
H 2.500947 0.853419 -2.006234 0.02 0.00 0.02
C -0.863808 6.465764 -4.143600 -0.02 0.04 0.01
C -0.088414 5.205085 -4.548808 -0.01 -0.07 0.01
C 0.884987 5.597977 -5.668113 -0.03 0.02 -0.02
C 0.717909 4.771501 -3.318021 0.00 0.00 -0.03
C -1.079798 4.102806 -5.063972 0.00 -0.02 0.00
O -2.012736 4.719298 -5.966680 -0.01 -0.01 0.00
C -0.454288 2.933789 -5.858966 0.02 0.06 -0.06
C 0.714474 2.127688 -5.299915 0.01 0.06 0.02
C 1.049301 0.879326 -6.090272 -0.03 -0.01 -0.02
C 2.091458 0.074980 -5.631783 0.00 0.01 0.01
C 2.455556 -1.087587 -6.284838 0.01 -0.01 0.01
C 1.766915 -1.457447 -7.430060 -0.01 0.00 -0.01
Cl 2.211518 -2.918719 -8.262254 0.00 0.01 0.00
C 0.733230 -0.679993 -7.914589 0.00 0.00 0.02
C 0.379403 0.483937 -7.240711 -0.02 0.01 -0.01
C -2.049931 3.574281 -3.974130 0.12 -0.08 0.00
N -1.675226 2.318859 -3.342190 -0.23 -0.01 0.06
C -1.107792 2.091739 -2.155562 0.22 0.03 -0.20
N -0.938825 0.794372 -1.989289 0.02 -0.02 0.11
C -1.455371 0.250385 -3.121665 -0.09 -0.07 0.03
N -1.927071 1.140770 -3.960377 0.05 0.03 0.02
H -0.152720 7.246634 -3.865521 -0.01 -0.02 0.01
H -1.504463 6.294405 -3.276169 -0.01 -0.01 -0.02
H -1.488017 6.840131 -4.951972 0.02 0.01 0.00
H 1.536051 6.401262 -5.318680 -0.01 -0.01 0.00
H 0.364678 5.980116 -6.551305 0.01 -0.01 0.01
H 1.521038 4.771917 -5.982169 0.01 -0.03 0.00
H 1.416142 5.569394 -3.053987 0.00 -0.02 -0.02
H 1.296361 3.862808 -3.462903 0.01 -0.06 -0.03
H 0.071480 4.631695 -2.452332 -0.04 -0.02 0.04
H -1.521344 5.072934 -6.715678 0.00 -0.01 -0.01
H -0.152901 3.344455 -6.828461 0.02 0.02 0.01
H -1.283595 2.257076 -6.067345 0.00 0.00 -0.01
H 0.529945 1.819719 -4.269169 0.01 0.01 0.02
H 1.616440 2.742494 -5.266866 0.02 0.04 0.01
H 2.627437 0.365134 -4.735854 0.00 -0.01 0.00
H 3.260872 -1.707116 -5.912990 -0.01 0.01 0.01
H 0.203694 -0.982054 -8.807848 0.00 0.00 0.01
H -0.438140 1.073680 -7.633074 0.01 0.00 0.01
H -2.998979 3.391290 -4.471545 -0.02 0.01 -0.01
H -2.217205 4.305823 -3.187177 0.04 0.02 0.01
H -0.769857 2.848789 -1.470230 -0.02 0.03 0.03
H -1.488829 -0.812291 -3.302608 -0.01 0.02 0.01